Record 1
This record from OMol25 describes 6 unconnected molecules or ions with the total composition C19H38O16. The level of theory is ωB97M-V with the def2-TZVPD basis set.

The calculation puts the gap between HOMO and LUMO at 10.48 eV. For the energy above the lowest of the compared OMol25 structures with the same formula, charge and spin, the calculation gives 81.7 kcal/mol. As for the molecular weight: 522.5 u. The calculated total energy comes out at -53075.8876 eV. As for the SMILES: COC(=O)OC.COC(=O)OC.COC(=O)OC.COC(=O)OC.COC(=O)OC.C1CCOC1. The calculation puts the largest force on an atom at 0.07669 Eh/bohr.

The geometry in ORCA input format:
```
! RIJCOSX wB97M-V def2-TZVPD def2/J DEFGRID3
* xyz 0 1
C 2.4656 -3.4171 -6.8061
O 1.8332 -3.0952 -5.5401
C 0.6548 -3.5320 -5.2007
O -0.1601 -4.2085 -5.8798
O 0.4881 -3.1201 -3.9212
C -0.3494 -3.9180 -3.0488
H 2.0554 -2.7871 -7.5954
H 2.2816 -4.4705 -7.0172
H 3.5010 -3.1090 -6.6608
H -1.1552 -4.5240 -3.4631
H -0.8440 -3.2568 -2.3372
H 0.2937 -4.4925 -2.3821
C 2.1206 1.3933 -1.3121
O 2.5129 2.6566 -1.8159
C 3.8489 2.9013 -1.9521
O 4.8054 2.2130 -1.6299
O 3.9426 4.0679 -2.6300
C 5.1600 4.7798 -2.7935
H 1.7057 0.6609 -2.0046
H 1.2393 1.7006 -0.7491
H 2.8646 0.8521 -0.7275
H 4.9254 5.8025 -3.0889
H 5.7424 4.4089 -3.6369
H 5.6717 4.8612 -1.8346
C -3.5387 4.2203 -2.7088
O -3.5769 2.8572 -3.0870
C -2.8575 1.9346 -2.4813
O -2.1049 2.1889 -1.5399
O -3.0433 0.7671 -3.0719
C -2.2405 -0.3539 -2.7558
H -3.7759 4.8594 -3.5594
H -2.5275 4.5327 -2.4484
H -4.1697 4.4372 -1.8469
H -2.8326 -1.1125 -2.2441
H -1.3571 -0.1319 -2.1570
H -1.8518 -0.5938 -3.7455
C -4.6692 -1.2519 3.1014
O -3.4250 -0.7506 3.7283
C -2.5764 -1.6266 4.3343
O -2.6144 -2.8433 4.2487
O -1.6934 -0.9574 4.9918
C -0.7211 -1.6047 5.6921
H -5.4717 -0.5480 3.3216
H -4.9270 -2.2437 3.4727
H -4.5665 -1.4692 2.0382
H -0.0867 -0.9056 6.2370
H -0.0435 -2.0278 4.9505
H -1.0768 -2.4356 6.3013
C -0.4811 2.5747 3.6291
O 0.2299 1.8134 4.6246
C 1.5495 1.8042 4.5473
O 2.1844 2.4413 3.7678
O 2.0165 0.9179 5.5278
C 3.3672 0.6016 5.6157
H -1.3690 3.0485 4.0478
H -0.7180 1.7733 2.9294
H -0.0073 3.3834 3.0727
H 3.6383 -0.3075 6.1525
H 4.0177 1.4218 5.9196
H 3.8164 0.5817 4.6228
C -0.5791 -0.3234 0.9699
C 0.4957 -1.4239 0.7104
C -0.3849 -2.6768 0.5616
O -1.5862 -2.1856 -0.0718
C -1.9245 -0.8932 0.4764
H -0.2962 0.6142 0.4913
H -0.7569 -0.1953 2.0377
H 1.2838 -1.5723 1.4486
H 1.0405 -1.0499 -0.1564
H -0.6651 -3.1584 1.4985
H 0.0686 -3.4664 -0.0375
H -2.7368 -0.8560 1.2023
H -2.0594 -0.1748 -0.3321
*
```



Record 2
This record from OMol25 describes a molecular structure, C19H39BBrCaCl5FMgN5O10S. The level of theory is ωB97M-V with the def2-TZVPD basis set.

The calculation puts the gap between HOMO and LUMO at 1.41 eV. As for the molecular weight: 881.0 u. The calculated total energy comes out at -219017.7083 eV. The calculation puts the largest force on an atom at 0.13535 Eh/bohr.

The geometry in ORCA input format:
```
! RIJCOSX wB97M-V def2-TZVPD def2/J DEFGRID3
* xyz 0 1
C 4.2781 -2.2357 -0.6313
C 2.7846 -2.6447 -0.6634
N 1.9062 -1.6205 -1.2562
C 1.5782 -1.8052 -2.6471
C 2.6991 -2.4646 -3.4436
N 3.6015 -3.0077 -3.8826
C 1.4962 -0.3811 -3.3459
C 0.6134 0.6947 -2.6903
C 1.4569 1.7756 -2.0332
F -0.3878 0.2107 -1.8454
C 0.2871 -2.6496 -2.8974
C -0.7146 -1.9162 -3.7214
N -1.2692 -1.1635 -4.3747
B -0.4861 -3.1943 -1.5683
O -0.6173 -4.5500 -1.4172
N -1.0559 -2.3797 -0.4923
C -0.5038 -2.7972 0.8133
C -2.5187 -2.3170 -0.5183
H 4.6757 -2.1226 -1.6423
H 4.2915 -1.2280 -0.1940
H 4.8676 -2.9152 -0.0177
H 2.6296 -3.6557 -1.0546
H 2.5067 -2.7092 0.3980
H 2.3903 -0.7431 -1.1036
H 1.2975 -0.4898 -4.4143
H 2.5316 -0.0168 -3.2888
H 0.0980 1.2091 -3.5089
H 1.7287 2.4877 -2.8296
H 2.3952 1.4036 -1.6312
H 0.8153 2.3594 -1.2945
H 0.5324 -3.5394 -3.4927
H -0.3764 -4.9931 -2.2379
H -0.2826 -1.8750 1.3852
H 0.4528 -3.3043 0.7124
H -1.1943 -3.4021 1.4097
H -3.0774 -3.1755 -1.1202
H -2.8061 -1.2847 -1.0247
H -2.8695 -2.2541 0.5811
Cl -0.0122 1.1944 1.6015
Mg 4.6593 -2.4619 -6.0437
O 3.6116 2.1399 1.6681
S 3.2637 3.3940 2.3523
O 2.3760 4.1872 1.4981
O 4.4866 4.1299 2.6533
O 2.5655 3.0842 3.6097
O -2.3233 -4.6986 3.0210
H -2.7462 -4.7663 3.8833
H -2.7655 -5.3710 2.4909
O -3.0796 -1.7107 -7.1198
H -2.5687 -1.8684 -6.3170
H -2.4696 -1.9233 -7.8322
Ca -3.0888 -0.3029 0.6233
O -3.0653 2.7302 3.2730
C -3.3026 2.3258 4.3802
O -4.5200 1.8191 4.6495
C -4.8676 1.1909 5.8925
C -5.2234 2.2104 6.9525
C -2.2845 2.4521 5.4846
H -4.0781 0.5084 6.2125
H -5.7410 0.5758 5.6788
H -4.3846 2.8699 7.1769
H -5.5265 1.7156 7.8740
H -6.0405 2.8427 6.6094
H -2.2910 3.4777 5.8513
H -1.3026 2.2247 5.0736
H -2.4439 1.7749 6.3199
C 5.9145 2.7029 -3.2330
O 5.6038 3.6867 -2.5997
N 5.8666 2.5838 -4.5826
C 6.2488 1.3509 -5.2446
C 5.4223 3.7160 -5.3750
H 6.2782 1.7848 -2.7359
H 7.0859 1.5338 -5.9224
H 5.4002 0.9694 -5.8178
H 6.5444 0.6049 -4.5094
H 6.0769 4.5692 -5.1923
H 4.4084 3.9922 -5.0815
H 5.4400 3.4621 -6.4323
Br -4.5212 -2.6840 -1.8298
C -9.2543 2.0841 8.3241
Cl -10.3794 1.8131 6.9897
Cl -10.1593 2.3239 9.8199
Cl -8.1975 0.6734 8.4969
Cl -8.2790 3.5221 7.9882
*
```



Record 3
This record from OMol25 describes 2 unconnected molecules or ions with the total composition C19H39BClFNO4S. The level of theory is ωB97M-V with the def2-TZVPD basis set.

The calculation puts the gap between HOMO and LUMO at 8.12 eV. As for the molecular weight: 442.9 u. The calculated total energy comes out at -56764.8270 eV. The calculation puts the largest force on an atom at 0.19005 Eh/bohr.

The geometry in ORCA input format:
```
! RIJCOSX wB97M-V def2-TZVPD def2/J DEFGRID3
* xyz -1 1
C -5.3261 0.4098 2.0922
C -4.8005 0.1430 0.5545
C -3.6001 -1.0147 0.6607
O -2.4139 -0.5351 1.3870
B -1.2897 -1.4897 1.3228
C -1.5676 -3.1092 1.3836
C -2.1524 -3.5537 2.8683
O -3.1164 -2.8343 3.4921
F -1.6417 -4.7469 3.6378
O -0.2236 -0.9695 0.4048
C 0.7661 -0.0881 1.1093
C 2.1381 0.1977 0.2593
S 3.5197 1.0137 1.2241
C 2.9362 1.7144 2.8598
C 3.8661 2.9862 3.3997
C 0.8235 -0.9275 2.5183
C 1.7812 -2.2785 2.5682
C 2.6347 -2.4142 3.9791
C 1.5115 -2.5903 5.1761
Cl 3.5694 -4.0445 3.8486
O -0.6310 -1.2579 2.6567
H -6.4596 0.0838 2.1549
H -5.1295 1.5130 2.4463
H -4.7225 -0.3075 2.7958
H -5.6592 -0.3456 -0.1106
H -4.4188 1.1143 0.0193
H -3.4020 -1.3752 -0.4346
H -4.1096 -1.9338 1.2258
H -0.5651 -3.7193 1.1688
H -2.3412 -3.5030 0.5751
H 0.1841 0.9283 1.1497
H 1.8566 0.9030 -0.6548
H 2.5285 -0.8444 -0.1583
H 3.0031 0.8980 3.7276
H 1.8493 2.1376 2.7202
H 4.9631 2.9560 2.9732
H 3.3462 4.0223 3.1710
H 3.9369 2.9161 4.5856
H 1.0781 -0.3128 3.4824
H 2.4430 -2.3965 1.6088
H 1.0233 -3.1978 2.5685
H 3.3887 -1.5277 4.1615
H 2.0467 -2.5778 6.2279
H 0.9423 -3.6183 5.0513
H 0.6869 -1.7538 5.1899
C -0.4649 1.1314 -7.0288
C -0.7430 1.2900 -5.5372
N 0.3338 0.7973 -4.6741
C -0.0550 0.6973 -3.2630
C -0.3891 1.9914 -2.5294
C 1.6670 1.3551 -4.9160
C 1.8300 2.8680 -4.8092
H -0.2384 0.0897 -7.2808
H -1.3465 1.4311 -7.6051
H 0.3677 1.7596 -7.3594
H -1.6558 0.7187 -5.3237
H -0.9768 2.3404 -5.3317
H 0.7303 0.1696 -2.7069
H -0.9306 0.0369 -3.1998
H 0.5097 2.5626 -2.2890
H -0.8784 1.7574 -1.5774
H -1.0719 2.6302 -3.0957
H 1.9903 1.0485 -5.9161
H 2.3909 0.8750 -4.2435
H 1.0223 3.4147 -5.3026
H 2.7669 3.1698 -5.2898
H 1.8885 3.1953 -3.7692
*
```



Record 4
This record from OMol25 describes a molecular structure, C19H39Br2ClF3IO9P2S2Si2. The level of theory is ωB97M-V with the def2-TZVPD basis set.

The calculation puts the gap between HOMO and LUMO at 8.96 eV. As for the molecular weight: 972.9 u. The calculated total energy comes out at -263633.6198 eV. The calculation puts the largest force on an atom at 0.04300 Eh/bohr.

The geometry in ORCA input format:
```
! RIJCOSX wB97M-V def2-TZVPD def2/J DEFGRID3
* xyz 0 1
O 0.9005 -0.2661 0.9583
P 2.2678 -1.0653 1.3139
O 3.3675 -0.0064 1.8051
S 1.8965 -2.2607 2.8160
Si 2.9711 -2.3970 -0.3401
C 4.3726 -3.4148 0.4038
C 5.6040 -2.5026 0.5359
C 6.6611 -2.9766 1.5195
I 5.9251 -3.4462 3.4701
C 1.4988 -3.4884 -0.7837
C 0.4275 -2.6877 -1.5330
C -0.8735 -3.4684 -1.7615
F -0.9391 -4.5834 -1.0555
Br -1.0233 -3.9582 -3.6650
C -2.0789 -2.5541 -1.4625
F -3.2335 -3.1453 -1.6671
F -2.0288 -2.2522 -0.1770
Br -2.0583 -0.9318 -2.5399
O 3.5919 -1.5561 -1.6746
Si 3.8634 -2.3876 -3.0567
Cl 2.5962 -1.7982 -4.5896
P 5.9557 -2.0686 -3.8376
S 7.0439 -0.9144 -2.6980
H 0.3748 -0.2424 1.7792
H 3.3386 -0.0477 2.7798
H 4.5218 -4.2508 -0.2739
H 3.9894 -3.7407 1.3619
H 6.0893 -2.4953 -0.4363
H 5.3214 -1.4717 0.7059
H 7.2067 -3.7972 1.0799
H 7.3668 -2.1735 1.6581
H 1.8331 -4.3419 -1.3569
H 1.1014 -3.8225 0.1687
H 0.8219 -2.4495 -2.5121
H 0.2210 -1.7452 -1.0399
H 3.7323 -3.8245 -2.7685
H 5.8192 -1.4696 -5.1098
H 6.5085 -3.3447 -4.1013
O -1.4631 4.8617 -3.4631
C -0.6432 4.3373 -2.7612
O -0.3049 3.0539 -2.9997
C 0.7760 2.3756 -2.3477
C 0.3562 1.8009 -1.0121
C -0.0461 5.0508 -1.5707
H 1.6500 3.0237 -2.2656
H 1.0528 1.5656 -3.0228
H 0.0575 2.5875 -0.3173
H 1.1674 1.2454 -0.5683
H -0.5012 1.1396 -1.1352
H -0.7336 4.9655 -0.7301
H 0.0715 6.1004 -1.8284
H 0.9334 4.6821 -1.2744
O 0.7319 2.3395 4.8856
C -0.4264 2.0285 4.8929
O -0.9310 1.3664 3.8318
C -2.2389 0.7876 3.7889
C -3.2822 1.8067 3.3895
C -1.3509 2.4329 6.0171
H -2.4768 0.2889 4.7299
H -2.1857 0.0081 3.0286
H -3.3597 2.6168 4.1146
H -4.2595 1.3322 3.2974
H -3.0208 2.2582 2.4322
H -1.6887 3.4536 5.8442
H -0.7893 2.3968 6.9472
H -2.2148 1.7834 6.1393
O -4.6755 3.9838 -0.0297
C -5.2152 3.0255 -0.5083
O -5.7855 2.1216 0.3175
C -6.5999 1.0323 -0.1176
C -5.7500 -0.1587 -0.5103
C -5.1947 2.7641 -1.9963
H -7.2792 1.3454 -0.9119
H -7.2221 0.7692 0.7367
H -5.0989 0.0768 -1.3528
H -6.3765 -1.0076 -0.7861
H -5.1063 -0.4521 0.3199
H -4.2495 2.2890 -2.2572
H -5.2630 3.7196 -2.5099
H -6.0183 2.1487 -2.3524
*
```



Record 5
This record from OMol25 describes 7 unconnected molecules or ions with the total composition C19H39Cl2N4O9. The level of theory is ωB97M-V with the def2-TZVPD basis set.

The calculation puts the gap between HOMO and LUMO at 7.57 eV. As for the molecular weight: 538.4 u. The calculated total energy comes out at -69772.3386 eV. The calculation puts the largest force on an atom at 0.03057 Eh/bohr.

The geometry in ORCA input format:
```
! RIJCOSX wB97M-V def2-TZVPD def2/J DEFGRID3
* xyz -1 1
C 0.5150 -7.8491 -11.9951
C -0.9116 -7.8686 -11.4163
O -1.0150 -7.4544 -10.2294
O -1.8422 -8.1336 -12.1993
H 0.5000 -7.8470 -13.0913
H 1.0938 -8.6872 -11.6111
H 1.0165 -6.9106 -11.7395
C 4.7719 -8.7738 -13.5494
C 3.5331 -9.5957 -13.2163
O 3.9878 -10.9592 -13.3945
C 5.1155 -10.9535 -14.1224
O 5.6448 -11.9042 -14.5919
O 5.5642 -9.6758 -14.3138
H 5.2808 -8.4314 -12.6459
H 4.5215 -7.9134 -14.1653
H 2.7332 -9.4753 -13.9573
H 3.0210 -9.4562 -12.2734
C -0.6780 -11.0795 -15.2696
C -1.0549 -9.8358 -16.0523
O -1.0531 -9.7939 -17.2797
N -1.1982 -8.7367 -15.2927
C -1.2445 -7.4028 -15.8541
H 0.3711 -11.2698 -15.5077
H -1.2082 -11.9686 -15.6109
H -0.8330 -10.9547 -14.2008
H -1.3671 -8.7522 -14.2911
H -0.4429 -7.2947 -16.5813
H -0.9993 -6.7275 -15.0282
H -2.2388 -7.1044 -16.1852
C -5.3037 -5.4868 -14.5736
C -4.1393 -5.3579 -13.5993
O -4.0264 -6.0252 -12.6053
N -3.2530 -4.3543 -13.9044
C -1.9883 -4.2495 -13.2468
H -6.0304 -6.1617 -14.1390
H -4.9661 -5.7832 -15.5635
H -5.7502 -4.4862 -14.6281
H -3.4354 -3.7437 -14.6803
H -2.1039 -4.5159 -12.1898
H -1.5756 -3.2398 -13.2192
H -1.2308 -4.9374 -13.6339
C -2.3080 -4.5471 -8.4945
C -3.5036 -4.3160 -9.4215
O -4.3778 -5.1277 -9.5977
N -3.4971 -3.1033 -10.0615
C -4.4995 -2.7202 -11.0024
H -1.9747 -5.5774 -8.5973
H -2.6831 -4.3482 -7.4908
H -1.5019 -3.8806 -8.8000
H -2.7389 -2.4624 -9.9151
H -5.2916 -2.1033 -10.5530
H -5.0044 -3.6164 -11.3631
H -4.0789 -2.1528 -11.8315
C 2.8071 -11.1541 -6.5328
C 1.7173 -10.1074 -6.5064
O 1.6843 -9.3026 -5.5860
N 0.9153 -9.9979 -7.5976
C -0.2631 -9.1496 -7.6099
H 2.6725 -11.7126 -5.5969
H 3.7453 -10.6460 -6.3184
H 2.8286 -11.8337 -7.3778
H 0.9148 -10.8321 -8.1618
H -0.9500 -9.3681 -6.7938
H -0.7059 -9.1884 -8.6070
H -0.0208 -8.0835 -7.5600
Cl 4.1386 -8.7170 -8.8545
C 3.1583 -7.4428 -8.0462
C 2.2523 -6.7048 -8.9781
Cl 1.1552 -5.6952 -8.0265
H 3.8977 -6.7972 -7.5759
H 2.6188 -7.9116 -7.2270
H 1.6314 -7.3358 -9.6169
H 2.7933 -6.0924 -9.7031
*
```



Record 6
This record from OMol25 describes a molecular structure, C19H39Cr2NO24S. The level of theory is ωB97M-V with the def2-TZVPD basis set.

The calculation puts the gap between HOMO and LUMO (spin up / spin down) at 4.31 / 9.49 eV. As for the molecular weight: 801.6 u. The calculated total energy comes out at -138632.6446 eV. The calculation puts the largest force on an atom at 0.09071 Eh/bohr.

The geometry in ORCA input format:
```
! RIJCOSX wB97M-V def2-TZVPD def2/J DEFGRID3
* xyz 1 10
Cr -0.5175 1.3277 -2.5507
Cr -0.7019 -0.0658 2.5762
S -0.8115 0.3808 -0.0636
O -1.4473 -0.6256 0.7260
O -0.1179 1.0907 0.9874
O 0.1041 -0.0486 -1.1086
O -1.6408 1.2602 -0.9056
C 2.9660 1.1730 -0.6554
O 3.0254 2.5383 -0.6559
C 1.8894 3.2513 -1.0472
O 0.8678 2.7958 -1.5377
O 2.2453 4.5809 -0.9589
C 1.4698 5.4592 -1.8138
H 2.0246 0.8056 -0.2469
H 3.9035 0.8432 -0.2076
H 2.8830 0.7767 -1.6674
H 1.7558 6.5091 -1.7500
H 0.4159 5.4115 -1.5396
H 1.5846 5.0545 -2.8194
C 2.0028 -0.7471 5.8499
O 2.2481 0.5947 5.4417
C 1.8238 1.1752 4.3765
O 0.8759 0.7018 3.7168
O 2.5431 2.2233 4.0397
C 2.3168 2.8811 2.7931
H 2.9572 -1.2305 5.6411
H 1.2138 -1.3409 5.3884
H 1.7053 -0.7817 6.8979
H 2.7628 2.2276 2.0433
H 2.7782 3.8642 2.6991
H 1.2439 2.8749 2.6011
C -6.3799 4.4974 3.1041
O -5.5341 3.6867 2.2712
C -4.3718 3.1319 2.7243
O -4.1006 3.1226 3.8475
O -3.5920 2.5717 1.7096
C -3.9681 2.5756 0.3124
H -6.7774 5.3485 2.5511
H -5.7947 4.8559 3.9510
H -7.1826 3.9218 3.5648
H -3.9882 1.5664 -0.0991
H -3.3449 3.1409 -0.3805
H -4.9785 2.9836 0.2854
C 2.5823 -1.8618 -3.4261
O 2.9885 -0.6697 -3.9793
C 2.2335 0.4310 -3.9947
O 1.0925 0.5718 -3.5711
O 3.0541 1.4177 -4.5706
C 2.6243 2.7494 -4.6292
H 3.5384 -2.3812 -3.3612
H 2.0075 -2.2952 -4.2445
H 2.2093 -1.7373 -2.4095
H 2.3603 3.1500 -3.6505
H 1.7240 2.7647 -5.2435
H 3.4010 3.3351 -5.1210
C -2.0158 -2.8912 -2.0811
O -1.8271 -2.7778 -3.5107
C -1.6365 -1.6361 -4.1022
O -1.4815 -0.5468 -3.6379
O -1.5750 -1.7297 -5.4695
C -1.6848 -2.9763 -6.2064
H -1.6861 -3.8247 -1.6252
H -2.9677 -2.5490 -1.6750
H -1.2872 -2.1784 -1.6949
H -2.5026 -3.6146 -5.8720
H -0.7283 -3.4988 -6.2202
H -1.8011 -2.6428 -7.2376
C 2.6196 -4.5768 3.2600
O 1.6981 -3.4080 3.4567
C 1.2182 -2.7375 2.3902
O 0.6252 -1.6945 2.5257
O 1.4253 -3.3724 1.1776
C 1.2757 -2.7321 -0.0695
H 2.0471 -5.4166 2.8661
H 3.0183 -4.8834 4.2270
H 3.4567 -4.3690 2.5935
H 0.2651 -2.4548 -0.3694
H 1.6444 -3.3219 -0.9087
H 1.7736 -1.7646 -0.1340
C -2.3140 -3.8690 2.8087
N -1.6550 -4.8718 1.8523
O -2.0932 -4.7866 0.6533
O -0.7807 -5.6877 2.2440
H -1.4938 -3.7088 3.5085
H -3.2340 -4.3559 3.1320
H -2.4765 -2.9610 2.2279
*
```